Entry 1:
The following is a quantum chemistry calculation of C33H41Cl2N3NiOPS2 as an isolated structure at a distorted geometry, from OMol25.

Last column: Löwdin charge in e.
Cartesian coordinates (Å):
Ni: -0.04594 -0.41193 -0.23163  0.25
S: 0.20809 1.91640 0.44171  0.65
C: 1.79745 1.40303 0.12363  -1.10
N: 1.98834 0.14295 -0.17901  -0.11
C: 3.30071 -0.14714 -0.42215  -0.33
C: 3.82460 -1.38421 -0.78641  -0.04
C: 5.18449 -1.49803 -0.97965  -0.07
C: 6.03207 -0.40658 -0.80340  -0.08
C: 5.53035 0.83047 -0.44385  -0.08
C: 4.16363 0.95743 -0.26265  -0.45
S: 3.24751 2.38240 0.18273  1.06
H: 3.16998 -2.23005 -0.91614  0.05
H: 5.59424 -2.45017 -1.27654  0.11
H: 7.09373 -0.52804 -0.94850  0.11
H: 6.18911 1.67230 -0.30763  0.11
C: -5.90873 2.02640 -2.22497  0.01
N: -5.00751 0.98492 -1.81108  -0.06
N: -3.65375 1.03053 -2.05239  0.07
C: -3.02203 0.10717 -1.24242  -0.38
O: -1.79085 -0.09859 -1.26271  -0.13
C: -4.05410 -0.50976 -0.48651  0.06
C: -5.24183 0.07472 -0.84268  -0.25
C: -6.60735 -0.15121 -0.31817  0.01
C: -3.17441 1.69742 -3.20265  -0.20
C: -3.84231 1.51271 -4.41157  -0.03
C: -3.46420 2.24428 -5.52090  -0.06
C: -2.42145 3.15116 -5.42940  -0.07
C: -1.72809 3.29466 -4.23864  -0.06
C: -2.09991 2.56971 -3.11906  0.01
H: -5.38302 2.74139 -2.85390  0.10
H: -6.30526 2.55218 -1.35292  0.10
H: -6.74249 1.60679 -2.78946  0.11
H: -3.91274 -1.27933 0.24394  0.11
H: -6.59483 -0.96831 0.39575  0.09
H: -7.29312 -0.38909 -1.12970  0.10
H: -6.97537 0.74694 0.17690  0.09
H: -4.65927 0.81038 -4.47583  0.12
H: -3.99461 2.11504 -6.45066  0.11
H: -2.15895 3.75692 -6.28215  0.11
H: -0.91142 3.99546 -4.16645  0.11
H: -1.57693 2.68242 -2.18196  0.10
C: -1.55689 -3.32035 0.35509  -0.11
C: -0.45607 -3.29031 1.41970  -0.66
C: -0.79215 -4.34431 2.47159  -0.07
C: 0.89450 -3.63305 0.78601  -0.10
P: -0.33972 -1.44470 1.87866  1.16
C: -1.95127 -0.94734 2.58638  -0.35
C: -2.51645 0.23009 2.10060  -0.13
C: -3.70598 0.71113 2.61717  -0.07
C: -4.33159 0.04127 3.65587  -0.07
C: -3.76776 -1.12071 4.15732  -0.06
C: -2.59842 -1.62446 3.61592  -0.09
C: 0.84079 -1.10999 3.33970  -0.64
C: 0.44150 0.25900 3.89116  -0.09
C: 2.27765 -1.02654 2.81949  -0.08
C: 0.76809 -2.14759 4.45926  -0.07
H: -1.54375 -4.26761 -0.18108  0.09
H: -1.43240 -2.50501 -0.36382  0.03
H: -2.53298 -3.21247 0.82272  0.08
H: -0.80304 -5.31324 1.96919  0.10
H: -1.77773 -4.19770 2.90070  0.07
H: -0.05617 -4.39624 3.26593  0.07
H: 0.82690 -4.56285 0.22315  0.09
H: 1.65934 -3.77140 1.54681  0.09
H: 1.20963 -2.83077 0.11620  0.02
H: -2.00530 0.77529 1.31645  0.04
H: -4.13891 1.61810 2.22229  0.11
H: -5.25699 0.41705 4.06735  0.11
H: -4.22984 -1.64083 4.98377  0.11
H: -2.19098 -2.53638 4.02193  0.08
H: 0.30594 0.98114 3.08783  0.04
H: 1.22966 0.62506 4.54441  0.10
H: -0.48147 0.20605 4.46316  0.08
H: 2.44148 -0.07892 2.31617  0.07
H: 2.52674 -1.82802 2.12986  0.06
H: 2.96906 -1.07858 3.65740  0.10
H: -0.25199 -2.38797 4.74043  0.06
H: 1.25422 -1.73743 5.34285  0.10
H: 1.29461 -3.06020 4.19482  0.08
Cl: 0.58683 -1.52610 -2.29666  0.72
C: 0.51784 -3.24301 -2.72329  -0.91
Cl: 2.14782 -3.91350 -2.98613  0.57
H: -0.04019 -3.34070 -3.65246  0.04
H: 0.05483 -3.79909 -1.90977  0.00

Computed properties:
Frontier orbital gap (spin up / spin down) ... 0.3096 / 0.2563 hartree
Expectation value of S² ... 2.007
HOMO energy (spin up / spin down) ... -10.15 / -10.10 eV
Spin multiplicity ... 3
Relative energy (zero: lowest compared OMol25 entry of this formula, charge and spin) ... 12.3 kcal/mol
Charge ... +1

***

Entry 2:
The following is a quantum chemistry calculation of C33H41F5N2OPdSb2Se as an isolated structure, from OMol25.

Last column: Löwdin charge in e.
Cartesian coordinates (Å):
Pd: 0.38127 -0.09412 -0.07379  0.02
C: -1.26297 -2.90475 2.50453  -0.30
Sb: -0.79310 -0.85799 2.15348  1.34
C: -2.55892 0.03176 2.97199  -0.29
C: 0.48027 -0.50952 3.87741  -0.30
C: 1.42120 -1.63801 4.17560  -0.29
C: 0.97837 -2.66321 5.01411  -0.07
C: 1.77170 -3.75293 5.32429  -0.09
C: 3.05338 -3.83080 4.79844  -0.09
C: 3.51264 -2.81576 3.97868  -0.07
C: 2.72164 -1.71284 3.64960  -0.29
C: 3.29340 -0.67235 2.73751  -0.30
Sb: 2.74676 -1.02941 0.67844  1.38
C: 4.43718 -0.17105 -0.28634  -0.29
C: 3.27066 -3.09279 0.55467  -0.30
H: -0.35877 -3.50435 2.41727  0.00
H: -1.97867 -3.23482 1.75346  0.01
H: -1.68676 -3.02938 3.49946  0.01
H: -2.92438 -0.58043 3.79621  0.01
H: -3.33384 0.13478 2.21460  -0.01
H: -2.30369 1.02379 3.34403  0.01
H: -0.19993 -0.35809 4.71690  0.06
H: 0.99494 0.43173 3.68772  0.05
H: -0.01748 -2.59229 5.43737  0.11
H: 1.39659 -4.52904 5.97824  0.10
H: 3.69490 -4.66963 5.03460  0.10
H: 4.52016 -2.86563 3.58187  0.11
H: 4.38233 -0.67831 2.79147  0.07
H: 2.95081 0.33508 2.97064  0.05
H: 5.32300 -0.78154 -0.11729  0.01
H: 4.59304 0.83092 0.11089  0.01
H: 4.22301 -0.09197 -1.34966  0.00
H: 4.28768 -3.26030 0.90673  0.01
H: 3.18350 -3.40018 -0.48654  0.00
H: 2.57751 -3.68268 1.15178  0.00
N: 0.28059 -2.50516 -1.78145  0.14
C: 0.80332 -2.18844 -2.76595  -0.32
N: 1.43972 -1.90396 -3.89961  -0.09
C: 1.12737 -2.78036 -5.03917  -0.15
C: -0.10671 -2.30132 -5.79142  -0.18
C: 0.05711 -0.84193 -6.21265  -0.20
C: 0.37547 0.03770 -5.00636  -0.18
C: 1.59522 -0.47732 -4.25397  -0.14
H: 1.00655 -3.79589 -4.66426  0.12
H: 2.00157 -2.76517 -5.69570  0.12
H: -0.98137 -2.40563 -5.14119  0.12
H: -0.27035 -2.94230 -6.66035  0.11
H: -0.84516 -0.48990 -6.71547  0.11
H: 0.87356 -0.76783 -6.94027  0.11
H: -0.47987 0.05126 -4.32462  0.09
H: 0.55389 1.07124 -5.30689  0.11
H: 1.77390 0.09372 -3.34253  0.09
H: 2.48536 -0.41666 -4.88675  0.13
F: 1.55338 6.56150 -0.73545  0.10
C: 1.59241 5.23233 -0.91008  -0.16
C: 1.27772 4.67036 -2.13715  -0.15
F: 0.92262 5.46483 -3.15427  0.11
C: 1.32341 3.30137 -2.31153  -0.15
F: 0.98233 2.79340 -3.51230  0.09
C: 1.67735 2.40699 -1.28332  -0.35
O: 1.67189 1.12485 -1.45290  -0.25
C: 2.01838 3.02862 -0.06838  -0.16
F: 2.36732 2.24696 0.98490  0.04
C: 1.96626 4.39402 0.12530  -0.16
F: 2.27516 4.91259 1.32195  0.11
C: -6.08745 3.11501 2.01250  -0.04
C: -5.00940 2.48328 1.17761  -0.26
C: -3.71024 2.97040 1.19182  -0.02
C: -2.69464 2.38701 0.44385  -0.30
C: -1.31492 2.97355 0.50362  -0.07
C: -3.00918 1.27663 -0.36219  -0.53
Se: -1.68176 0.44577 -1.43068  0.91
C: -4.32406 0.77779 -0.41088  -0.31
C: -4.72173 -0.38431 -1.28224  -0.08
C: -5.29383 1.38633 0.37168  -0.02
H: -5.71369 3.98670 2.54721  0.08
H: -6.47399 2.40640 2.74710  0.08
H: -6.92716 3.43053 1.39145  0.08
H: -3.47355 3.83127 1.80702  0.12
H: -1.27983 3.80381 1.20866  0.09
H: -0.99315 3.34307 -0.47247  0.08
H: -0.58065 2.22249 0.81263  0.04
H: -3.95679 -1.15660 -1.32919  0.05
H: -4.90586 -0.04676 -2.30488  0.09
H: -5.63991 -0.83741 -0.90990  0.08
H: -6.30407 0.99129 0.35079  0.12

Computed properties:
Frontier orbital gap (spin up / spin down) ... 0.2543 / 0.1972 hartree
Expectation value of S² ... 2.015
HOMO energy (spin up / spin down) ... -6.42 / -7.55 eV
Spin multiplicity ... 3

***

Entry 3:
The following is a quantum chemistry calculation of C33H41LaN5 as an isolated structure at a distorted geometry, from OMol25.

Last column: Löwdin charge in e.
Cartesian coordinates (Å):
La: -0.05063 0.57005 0.72447  1.84
N: -0.96717 2.89209 2.44484  -0.05
N: -2.28255 1.15203 -0.73088  -0.11
C: 0.09869 -2.17594 1.21177  -0.33
C: -1.06705 -1.69258 1.88730  -0.33
C: -0.63249 -0.84666 2.95760  -0.34
C: -1.49229 -0.01905 3.84840  -0.07
H: -2.53315 -0.36647 3.81997  0.07
H: -1.47941 1.05226 3.56601  0.04
H: -1.13579 -0.08212 4.88726  0.08
C: 0.79491 -0.83528 2.96170  -0.35
C: 1.65184 -0.13988 3.96025  -0.06
H: 1.84334 -0.77525 4.84115  0.08
H: 1.17989 0.78363 4.32619  0.07
H: 2.62804 0.12915 3.53563  0.07
C: 1.24650 -1.64433 1.87848  -0.34
C: 2.67006 -1.92014 1.54646  -0.06
H: 3.26363 -0.99428 1.51182  0.06
H: 2.76641 -2.40976 0.56954  0.07
H: 3.14002 -2.58000 2.29378  0.08
C: -2.47609 -2.05205 1.56862  -0.05
H: -2.80914 -2.92544 2.15485  0.08
H: -2.59688 -2.31154 0.50734  0.06
H: -3.16495 -1.22498 1.79054  0.07
C: 0.11168 -3.12744 0.06684  -0.05
H: 0.96597 -2.94633 -0.60127  0.07
H: -0.79576 -3.03293 -0.54347  0.06
H: 0.17381 -4.17565 0.40548  0.08
C: -0.44320 4.03298 2.90572  -0.27
H: -0.28955 4.08955 3.98315  0.08
C: -0.07932 5.08006 2.06002  -0.18
H: 0.37275 5.97031 2.49010  0.07
C: -0.31254 4.97428 0.68544  -0.19
H: 0.01845 5.75836 0.00888  0.07
C: -1.00035 3.87886 0.19146  -0.10
H: -1.25873 3.74179 -0.86205  0.09
C: -1.43223 2.89661 1.13772  -0.51
C: -2.22130 1.75322 0.87803  -0.19
H: -2.98848 1.27322 1.50018  0.08
C: -1.42172 0.20937 -1.17167  -0.34
C: -3.34341 1.31592 -1.61069  -0.09
H: -4.11302 2.04089 -1.41609  0.11
C: -3.16643 0.43025 -2.59941  -0.10
H: -3.75436 0.23594 -3.47459  0.10
N: -2.00727 -0.29410 -2.30524  -0.06
C: -1.59347 -1.48428 -2.92770  -0.15
C: -2.52215 -2.52604 -3.07915  -0.20
C: -2.07445 -3.71867 -3.65734  -0.02
H: -2.78694 -4.53064 -3.79705  0.11
C: -0.74603 -3.88486 -4.04508  -0.29
C: -0.30564 -5.14795 -4.72470  -0.07
H: 0.72285 -5.40359 -4.44571  0.07
H: -0.33399 -5.04358 -5.81889  0.08
H: -0.96425 -5.98042 -4.45485  0.07
C: 0.16633 -2.85110 -3.82157  -0.02
H: 1.21054 -2.98082 -4.10312  0.11
C: -0.23728 -1.63756 -3.25761  -0.21
C: 0.77396 -0.56132 -3.02703  -0.08
H: 0.35020 0.44915 -3.03614  0.07
H: 1.54212 -0.61390 -3.81265  0.08
H: 1.31468 -0.70294 -2.07354  0.04
C: -3.92490 -2.42662 -2.57991  -0.05
H: -4.50803 -1.65633 -3.09675  0.06
H: -3.98661 -2.23857 -1.49719  0.08
H: -4.41808 -3.38792 -2.76368  0.07
C: 3.56237 4.64718 2.23651  -0.02
C: 3.32439 3.46317 1.39712  -0.30
C: 4.02754 2.88366 0.34310  0.01
C: 3.29065 1.77792 -0.08359  -0.34
N: 2.15291 1.68343 0.66836  -0.09
N: 2.23883 2.70029 1.57807  0.06
C: 3.60779 0.81669 -1.15844  -0.05
H: 4.49214 5.13081 1.91643  0.08
H: 2.74415 5.37779 2.15003  0.07
H: 3.66365 4.37594 3.29808  0.09
H: 4.96845 3.22962 -0.06248  0.11
H: 1.52040 2.86148 2.28219  0.12
H: 3.19540 1.14339 -2.12706  0.08
H: 4.70003 0.73884 -1.27296  0.08
H: 3.22173 -0.19092 -0.93734  0.06

Computed properties:
Frontier orbital gap (spin up / spin down) ... 0.1178 / 0.1024 hartree
HOMO energy (spin up / spin down) ... -0.77 / -0.31 eV
Relative energy (zero: lowest compared OMol25 entry of this formula, charge and spin) ... 0.0 kcal/mol
Charge ... -1